Entry 1:
A cluster of 2 separate species, C35H58Cl2F5N3O3SSi in total in a non-equilibrium geometry. Source: OMol25; level of theory: ωB97M-V/def2-TZVPD.

```
108
Properties=species:S:1:pos:R:3:forces:R:3:lowdin_charge:R:1
C 2.90595 -1.60451 -0.04377 -0.283 -0.466 -0.224 -0.16
Si 2.15508 -3.08237 -0.87521 -0.170 -0.869 0.127 0.62
C 1.46460 -4.33347 0.36839 -0.142 0.392 -0.439 -0.15
C 0.73526 -2.65969 -2.06082 0.727 0.396 0.186 -0.21
C 0.03099 -1.31695 -1.81624 -0.294 -0.362 -0.781 -0.11
C -1.31292 -1.40851 -1.10588 1.828 0.170 -0.116 -0.46
F -1.35102 -0.49671 -0.10914 -0.489 0.706 0.257 0.13
F -1.38989 -2.59629 -0.46158 -0.205 -0.575 0.296 0.10
C -2.51704 -1.24341 -2.00465 -2.412 0.353 -0.419 -0.08
C -2.52621 -2.23713 -3.19810 0.960 -0.411 0.859 -0.58
F -2.04661 -3.42754 -2.85158 0.049 -0.624 0.143 0.17
F -1.77726 -1.82075 -4.20061 0.189 0.416 -0.834 0.19
F -3.76002 -2.45682 -3.63975 -0.620 0.171 -0.466 0.18
C -3.81763 -1.51956 -1.24478 0.162 -0.573 0.865 -0.11
C -4.11855 -2.48136 -0.15347 0.483 0.209 -0.437 -0.11
C -3.87468 -3.95437 -0.47088 -0.940 -0.374 0.852 -0.16
C -4.08473 -4.77641 0.82145 0.731 0.629 0.138 -0.26
N -3.02218 -5.74306 1.08512 -0.605 -0.104 0.091 0.01
N -4.76634 -0.73207 -1.63568 -0.366 0.418 -1.044 0.16
C -4.41178 0.24041 -2.66468 -1.005 -0.156 0.702 -0.21
C -5.10834 0.10114 -4.03196 0.376 -1.116 0.163 -0.15
C -6.26075 -0.90465 -4.09453 0.184 0.035 -0.673 -0.26
C -6.28752 -1.57112 -5.45576 -0.327 0.094 0.062 -0.58
Cl -6.37802 -0.36233 -6.76622 -0.022 -0.035 -0.153 0.59
C -2.86920 0.15255 -2.61863 -0.454 2.494 -0.594 -0.12
C -2.47598 1.49101 -1.93163 1.308 -1.001 0.744 -0.14
C -1.04065 2.04846 -2.09758 -0.586 0.393 0.140 -0.16
C -0.65377 2.79558 -0.82221 -0.885 0.312 -0.029 -0.19
C -1.72900 3.88575 -0.58665 1.361 0.029 0.255 -0.27
S -2.60759 3.77541 0.94298 -1.521 0.628 0.109 0.30
O -3.47739 4.89181 1.03093 -0.097 1.372 -0.114 -0.35
O -3.29394 2.53219 1.04255 0.669 -1.501 0.155 -0.34
Cl -1.26412 4.01642 2.43977 0.066 -0.406 -0.589 0.51
C 3.39805 -4.05551 -1.90362 -1.092 1.486 1.250 -0.26
C 2.90571 -5.06015 -2.67785 -1.458 -0.611 -0.269 -0.12
C 3.71380 -5.80544 -3.46795 0.008 -0.859 -0.764 -0.09
C 5.05122 -5.53920 -3.47711 0.157 -1.192 -0.991 -0.10
C 5.54783 -4.54550 -2.71088 2.012 0.158 -0.140 -0.10
C 4.74040 -3.80165 -1.91936 0.116 0.979 0.633 -0.09
H 3.54442 -1.98678 0.73278 0.473 -0.116 0.424 0.04
H 3.51015 -1.01468 -0.71973 0.018 0.392 -0.078 0.04
H 2.14464 -1.02029 0.46020 -0.070 0.371 -0.017 0.03
H 1.21929 -3.89330 1.32727 0.044 -0.012 0.295 0.03
H 2.13059 -5.17688 0.47585 0.365 -0.119 0.306 0.03
H 0.54721 -4.74797 -0.03899 -0.291 -0.042 -0.066 0.01
H 0.07598 -3.51543 -2.08826 -0.244 -0.007 0.014 0.06
H 1.18395 -2.60022 -3.04566 0.140 -0.044 -0.301 0.09
H 0.66580 -0.60960 -1.30482 0.097 0.140 0.445 0.11
H -0.14959 -0.87697 -2.78856 -0.087 0.295 -0.206 0.10
H -5.16555 -2.35088 0.09599 -0.259 0.023 0.180 0.13
H -3.54970 -2.16718 0.71764 0.249 -0.093 0.269 0.14
H -4.64495 -4.26408 -1.16964 0.185 -0.113 -0.546 0.12
H -2.89361 -4.15333 -0.85936 0.177 0.058 -0.215 0.08
H -5.07066 -5.22341 0.82968 -0.147 -0.343 -0.050 0.11
H -4.07881 -4.06562 1.64475 -0.121 0.155 0.264 0.10
H -3.40764 -6.67108 1.13877 0.292 -0.241 -0.100 0.06
H -2.28090 -5.70120 0.40604 0.059 -0.151 -0.112 0.05
H -5.70057 -0.73517 -1.26191 -0.049 -0.262 0.258 0.18
H -4.82253 1.15698 -2.25534 0.547 0.465 0.141 0.15
H -4.36323 -0.25184 -4.73515 0.223 -0.035 -0.248 0.10
H -5.42065 1.06352 -4.40315 -0.094 0.368 0.080 0.11
H -6.11001 -1.72304 -3.40277 -0.048 -0.121 0.395 0.10
H -7.23178 -0.45709 -3.92254 -0.168 0.199 0.266 0.11
H -7.14841 -2.21352 -5.55616 -0.291 -0.122 -0.073 0.07
H -5.40904 -2.17829 -5.60621 0.371 -0.014 -0.168 0.07
H -2.59837 0.31890 -3.65287 0.716 -0.744 -0.261 0.15
H -3.14419 2.26127 -2.27860 -0.390 -0.043 -0.323 0.11
H -2.66269 1.38901 -0.86741 -0.220 -0.010 0.185 0.09
H -1.09254 2.80736 -2.87395 0.185 0.007 -0.414 0.12
H -0.30918 1.33246 -2.42767 0.290 -0.421 0.130 0.09
H 0.30155 3.29297 -0.87437 0.410 -0.116 -0.076 0.12
H -0.66772 2.14436 0.04047 0.287 -0.416 0.164 0.10
H -1.28150 4.86853 -0.58544 0.103 0.361 0.145 0.11
H -2.47667 3.89989 -1.36788 -0.468 0.013 0.184 0.10
H 1.85258 -5.29503 -2.69377 -0.335 0.080 0.122 0.11
H 3.32177 -6.58708 -4.09124 -0.193 -0.261 -0.138 0.11
H 5.68905 -6.14107 -4.09538 0.354 -0.090 -0.198 0.11
H 6.60839 -4.37821 -2.76144 0.321 0.265 0.177 0.11
H 5.15547 -2.99932 -1.33479 0.114 0.199 0.211 0.10
C 6.12890 4.00257 4.61997 0.257 -0.059 0.229 -0.04
C 4.74743 3.34447 4.44674 0.429 0.623 0.595 -0.53
C 4.06849 3.23357 5.81734 -0.323 -0.011 0.208 -0.16
C 3.58346 4.55384 6.40946 -0.058 0.056 0.051 -0.18
C 3.22576 5.58829 5.33675 0.158 0.073 0.232 -0.15
C 2.88241 5.00562 3.95787 0.013 0.339 0.582 -0.54
N 4.00159 4.20289 3.50324 -0.139 -0.504 -0.681 -0.19
O 3.80298 3.65899 2.26546 -0.106 0.062 0.194 -0.23
C 2.72502 6.19643 3.01436 -0.175 0.156 -0.285 -0.05
C 1.53624 4.26326 4.00937 -0.231 -0.134 0.083 -0.08
C 4.96771 1.93273 3.96425 0.144 -0.374 -0.456 -0.07
H 6.64309 4.05809 3.65980 -0.112 0.011 -0.064 0.08
H 6.76252 3.43035 5.30942 -0.041 -0.022 -0.017 0.08
H 6.04335 5.01682 5.01199 -0.066 0.015 -0.018 0.07
H 3.21369 2.55651 5.73451 0.031 -0.029 -0.156 0.10
H 4.74860 2.74960 6.52461 0.089 -0.028 -0.094 0.11
H 2.71529 4.35755 7.04378 0.000 -0.023 0.011 0.10
H 4.34429 4.97186 7.07266 0.012 0.036 -0.022 0.10
H 2.39930 6.20714 5.69618 -0.085 -0.009 -0.135 0.11
H 4.07023 6.27252 5.21796 0.019 -0.041 -0.168 0.11
H 3.67363 6.72154 2.89936 0.054 -0.075 0.007 0.08
H 1.99090 6.90513 3.41118 -0.018 -0.047 0.066 0.08
H 2.38737 5.88071 2.02754 0.102 -0.115 -0.005 0.07
H 0.74282 4.94104 4.34597 0.068 0.063 0.027 0.06
H 1.53771 3.40647 4.68560 0.106 0.014 0.009 0.07
H 1.27020 3.90634 3.01782 0.279 -0.095 -0.096 0.01
H 5.56505 1.38315 4.69829 -0.042 0.095 0.094 0.08
H 5.50303 1.90632 3.01686 -0.127 0.065 -0.060 0.08
H 4.02281 1.41532 3.84284 -0.199 -0.105 -0.152 0.07
```
Forces are in eV/Å.

For the total energy, the calculation gives -3865.60800 hartree. Its HOMO energy is -3.331 eV. Its largest force on an atom is 2.60 eV/A. The frontier orbital gap comes out at 1.4 eV. As for the spin multiplicity: 1.

Entry 2:
A structure of composition C35H58Cl2O2P2ReSe. Source: OMol25; level of theory: ωB97M-V/def2-TZVPD.

```
101
Properties=species:S:1:pos:R:3:forces:R:3:lowdin_charge:R:1
Re 1.90811 0.92617 0.85829 -0.378 0.114 -0.569 0.92
C -0.96917 -6.16901 -1.37319 0.015 -0.004 0.009 -0.05
C -0.93661 -5.41501 -0.04157 0.007 -0.003 0.012 -0.55
C -0.21824 -6.27943 1.00666 -0.021 -0.008 0.004 -0.03
C -2.38315 -5.16787 0.40760 -0.008 0.012 -0.019 -0.04
C -0.17941 -4.09403 -0.15446 0.015 0.008 -0.019 -0.13
C -0.29990 -3.12674 0.84317 -0.017 -0.037 0.011 -0.04
C 0.42209 -1.95990 0.73260 0.039 0.035 -0.041 -0.37
Se 0.14960 -0.52837 1.98561 0.009 -0.087 0.039 1.16
C -1.25383 0.43028 1.10346 0.036 -0.016 0.013 -0.39
C -2.55910 0.04361 1.32459 0.022 -0.052 -0.005 -0.04
C -3.59177 0.69968 0.66200 -0.021 0.017 -0.039 -0.14
C -3.23384 1.71940 -0.21402 -0.020 0.044 0.020 0.07
C -1.92264 2.13477 -0.45965 0.023 0.054 -0.027 -0.06
C -0.90984 1.47366 0.24885 -0.014 -0.010 -0.004 -0.30
O 0.41707 1.84050 0.08010 0.066 0.060 0.145 -0.36
C -1.63057 3.23338 -1.48759 -0.028 -0.017 -0.006 -0.52
C -0.75195 2.65092 -2.60776 -0.003 -0.030 0.000 -0.03
C -0.95665 4.42995 -0.80183 -0.010 -0.009 0.006 -0.03
C -2.90799 3.75909 -2.14960 -0.003 0.010 -0.001 -0.05
C -5.03605 0.25217 0.86598 -0.002 0.009 -0.015 -0.55
C -6.03127 1.22494 0.23099 0.007 -0.008 -0.013 -0.05
C -5.20206 -1.12917 0.21320 -0.002 -0.003 0.017 -0.03
C -5.34577 0.14877 2.36567 0.000 0.016 0.014 -0.04
C 1.29679 -1.71675 -0.32242 -0.082 -0.036 0.012 -0.29
O 1.98653 -0.52411 -0.32355 0.255 0.048 0.072 -0.34
C 1.42010 -2.64180 -1.36053 -0.014 0.038 0.029 -0.07
C 0.66875 -3.81225 -1.22286 -0.021 -0.003 -0.002 0.07
C 2.26493 -2.37179 -2.60762 0.003 0.011 0.002 -0.53
C 2.20058 -3.53499 -3.59915 -0.001 -0.003 -0.013 -0.05
C 3.73327 -2.16268 -2.21954 0.005 -0.010 -0.005 -0.04
C 1.72264 -1.11811 -3.31546 0.009 -0.005 -0.007 -0.03
H -1.59651 -7.05395 -1.26932 0.006 -0.004 0.004 0.09
H 0.02115 -6.51364 -1.67545 0.001 0.012 -0.003 0.09
H -1.38679 -5.55670 -2.17509 -0.012 -0.006 0.004 0.10
H -0.72236 -7.24191 1.10565 -0.001 0.005 0.004 0.10
H -0.21812 -5.79659 1.98609 0.004 -0.003 -0.002 0.09
H 0.81725 -6.46660 0.71704 -0.004 -0.001 -0.001 0.09
H -2.92363 -6.11424 0.42934 0.001 -0.002 0.001 0.09
H -2.90284 -4.49893 -0.28170 0.003 -0.001 0.001 0.09
H -2.44220 -4.74735 1.41246 0.004 0.010 -0.003 0.07
H -0.95814 -3.27523 1.68897 0.001 -0.013 0.001 0.11
H -2.77059 -0.77717 1.99856 0.014 0.005 0.010 0.11
H -4.02447 2.22920 -0.74025 0.015 -0.017 0.005 0.09
H 0.14756 2.16711 -2.22961 -0.017 0.015 0.001 0.05
H -0.46171 3.44128 -3.30300 -0.001 0.004 -0.002 0.10
H -1.31431 1.90537 -3.17285 0.010 -0.001 0.004 0.10
H -0.03275 4.14072 -0.30697 0.032 -0.029 -0.024 0.03
H -1.62502 4.86664 -0.05644 0.010 0.002 0.000 0.10
H -0.72686 5.20489 -1.53575 -0.005 -0.012 0.001 0.10
H -3.46445 2.96665 -2.65128 0.007 0.007 -0.018 0.09
H -2.63307 4.49247 -2.90834 0.002 0.012 0.013 0.10
H -3.56828 4.25643 -1.43680 0.001 -0.017 -0.002 0.10
H -5.94595 1.24781 -0.85697 0.012 0.006 0.003 0.09
H -5.90600 2.24008 0.61341 -0.013 -0.006 0.010 0.10
H -7.04626 0.90579 0.46626 0.001 -0.006 -0.003 0.09
H -4.98638 -1.08530 -0.85587 -0.001 -0.002 0.002 0.09
H -6.22696 -1.48076 0.33974 0.003 0.000 0.003 0.10
H -4.53559 -1.86614 0.66714 -0.006 -0.003 -0.009 0.08
H -5.17167 1.10020 2.87192 -0.006 -0.001 -0.004 0.10
H -4.75035 -0.61997 2.86065 0.012 0.015 -0.002 0.08
H -6.39332 -0.11880 2.50513 0.000 -0.008 -0.002 0.09
H 0.74641 -4.54606 -2.00863 -0.001 0.009 0.012 0.09
H 2.58976 -4.46061 -3.17147 0.001 0.007 -0.001 0.10
H 2.81589 -3.29160 -4.46543 -0.003 0.000 -0.002 0.10
H 1.18584 -3.71331 -3.95853 0.005 -0.001 0.000 0.10
H 4.13016 -3.04068 -1.70518 -0.005 0.010 0.002 0.10
H 3.85408 -1.29576 -1.57565 0.017 0.013 0.023 0.02
H 4.33203 -2.00393 -3.11832 -0.008 -0.004 0.001 0.10
H 0.67669 -1.25402 -3.59654 0.002 -0.001 0.000 0.10
H 2.29420 -0.93695 -4.22726 0.000 -0.001 0.002 0.09
H 1.79615 -0.22975 -2.68690 -0.001 -0.001 0.003 0.06
C 2.20111 1.76226 4.50234 0.010 0.017 0.008 -0.24
P 1.72084 2.40339 2.88288 0.009 0.112 0.199 0.73
C 0.02117 2.99442 3.08785 -0.002 -0.002 0.016 -0.20
C 2.70686 3.90857 2.57403 0.021 -0.027 -0.037 -0.36
C 2.58926 4.28117 1.09455 0.042 -0.005 -0.006 -0.37
P 3.17404 2.89342 0.04502 -0.091 -0.021 -0.024 0.78
C 2.83464 3.39353 -1.65740 0.016 0.013 0.020 -0.20
C 4.97789 3.03104 0.18750 -0.019 -0.050 -0.010 -0.25
H 3.24465 1.45373 4.50125 -0.003 0.009 0.008 0.03
H 1.57842 0.90454 4.75883 0.008 -0.006 -0.002 0.06
H 2.05918 2.53849 5.25538 -0.013 0.002 -0.005 0.07
H -0.00272 3.72182 3.90066 -0.007 0.001 -0.004 0.07
H -0.64788 2.16983 3.33491 0.002 -0.002 -0.003 0.05
H -0.33422 3.45928 2.16821 0.004 0.005 0.001 0.05
H 3.74479 3.69046 2.84045 -0.006 0.006 0.012 0.09
H 2.36722 4.71568 3.22570 -0.009 0.001 -0.002 0.11
H 3.18072 5.16923 0.86397 -0.001 0.004 -0.004 0.11
H 1.55506 4.50141 0.82438 0.017 -0.002 0.028 0.06
H 3.33525 4.34087 -1.86425 -0.007 -0.002 -0.016 0.07
H 1.76381 3.50475 -1.80965 -0.026 0.002 0.015 0.02
H 3.21138 2.63536 -2.34456 -0.003 -0.009 0.006 0.07
H 5.25184 4.08044 0.06826 0.007 0.000 -0.002 0.07
H 5.45497 2.45401 -0.60155 -0.002 -0.005 0.015 0.03
H 5.34394 2.66966 1.14691 -0.010 0.003 0.011 0.04
Cl 5.76994 -0.22915 0.17499 -0.028 -0.033 -0.059 0.67
C 5.36296 -0.67146 1.79368 -0.057 0.080 0.097 -0.84
Cl 3.60967 -0.30098 2.24255 0.165 -0.215 0.097 0.57
H 5.95746 -0.12473 2.51572 0.028 0.000 -0.018 0.05
H 5.42458 -1.74499 1.92660 0.007 -0.005 0.007 0.05
```
Forces are in eV/Å.

For the total energy, the calculation gives -5601.30332 hartree. As for the expectation value of S²: 0.76. Its HOMO energy (alpha / beta) is -13.333 / -13.373 eV. As for the charge: +2. Its largest force on an atom is 0.69 eV/A. The frontier orbital gap (alpha / beta) comes out at 6.0 / 6.2 eV. As for the energy above the lowest of the compared OMol25 structures with the same formula, charge and spin: 0.0 kcal/mol. As for the spin multiplicity: 2.

The highest spin multiplicity belongs to which entry? C35H58Cl2O2P2ReSe